This record from the Open Molecules 2025 dataset describes 2 unconnected molecules or ions with the total composition C4H8O2. The level of theory is ωB97M-V/def2-TZVPD.

Positions of all 14 atoms, in Å:
O: -0.7909 -0.2622 1.8281
O: -0.6035 -2.0271 -0.6728
C: -0.4979 -0.8370 -0.5711
C: 0.2509 0.2389 -1.3622
C: 0.1582 1.1327 -0.1003
C: -0.9059 0.1768 0.5088
H: 1.0775 1.0973 0.4899
H: 1.2492 -0.0556 -1.6957
H: -1.1732 0.4079 2.4078
H: -0.1471 2.1717 -0.2442
H: 1.5053 -1.7955 0.7029
H: 2.1237 -1.3868 0.6512
H: -0.3248 0.6010 -2.2200
H: -1.9215 0.5377 0.2775

The energy above the lowest of the compared OMol25 structures with the same formula, charge and spin is 60.67 kcal/mol. As for the SMILES: O=C1CC[C@@H]1O.[H][H]. The calculation puts the LUMO energy at 0.02112 Eh. As for the net charge: 0. The HOMO-LUMO gap is 10.2000 eV. The HOMO energy comes out at -9.63 eV.

natural (NBO) atomic charge list, values in e, 5 entries: atom 1 (O): -0.689, atom 2 (O): -0.500, atom 3 (C): 0.600, atom 4 (C): -0.531, atom 5 (C): -0.432

This record from the Open Molecules 2025 dataset describes a single C4H7NO molecule. The level of theory is ωB97M-V/def2-TZVPD.

Positions of all 13 atoms, in Å:
O: -2.2333 -0.7617 0.3552
N: -0.3993 0.6731 -1.2430
C: -1.0499 -0.9407 0.5446
C: 1.4276 -0.5890 -0.0078
C: 0.0098 -0.0719 -0.0535
C: -0.3163 1.3865 0.0128
H: -1.3779 0.4514 -1.4307
H: 0.5025 2.0989 0.0989
H: 1.6311 -1.0791 0.9522
H: -0.6922 -1.7717 1.1866
H: 1.5988 -1.3133 -0.8113
H: -1.2454 1.6612 0.5089
H: 2.1468 0.2261 -0.1292

The energy above the lowest of the compared OMol25 structures with the same formula, charge and spin is 42.20 kcal/mol. As for the SMILES: C[C@@]1(C=O)CN1. The calculation puts the LUMO energy at 0.03231 Eh. As for the net charge: 0. The HOMO-LUMO gap is 10.8219 eV. The HOMO energy comes out at -9.94 eV.

natural (NBO) atomic charge list, values in e, 5 entries: atom 1 (O): -0.538, atom 2 (N): -0.558, atom 3 (C): 0.434, atom 4 (C): -0.608, atom 5 (C): -0.069

This record from the Open Molecules 2025 dataset describes 3 unconnected molecules or ions with the total composition C3H15N2O2S at a distorted geometry. The level of theory is ωB97M-V/def2-TZVPD.

Positions of all 23 atoms, in Å:
S: 2.5231 0.0796 -0.4315
O: -0.7672 -2.4240 -1.9640
O: -0.9338 2.8920 -0.3262
N: -0.6582 -0.0060 -0.7425
N: -2.3677 -0.5182 1.3220
C: 1.2637 0.4656 0.8130
C: -0.9811 -0.0930 1.6567
C: 0.0304 -0.4248 0.5520
H: -3.0994 -0.0625 1.8425
H: -0.1743 3.4748 -0.2034
H: -1.6748 -0.0683 -0.4506
H: -0.6769 -0.5041 2.6082
H: -1.5351 3.4860 -0.7933
H: -0.4943 0.9422 -1.0724
H: -0.1794 -3.1286 -2.2479
H: -1.2471 -2.7866 -1.2066
H: -0.9945 0.9985 1.7167
H: 1.5910 0.2297 1.8397
H: -0.4730 -0.7157 -1.4716
H: 0.3591 -1.4615 0.4495
H: 0.9948 1.5400 0.7020
H: -2.4573 -1.5223 1.3883
H: 2.8861 -1.1941 -0.1322

The energy above the lowest of the compared OMol25 structures with the same formula, charge and spin is 0.37 kcal/mol. The calculation puts the LUMO energy at -0.10178 Eh. As for the net charge: +1. The HOMO-LUMO gap is 9.9734 eV. The HOMO energy comes out at -12.74 eV.

natural (NBO) atomic charge list, values in e, 5 entries: atom 1 (S): -0.022, atom 2 (O): -0.952, atom 3 (O): -0.970, atom 4 (N): -0.749, atom 5 (N): -0.867

This record from the Open Molecules 2025 dataset describes 6 unconnected molecules or ions with the total composition C12H39O15P3. The level of theory is ωB97M-V/def2-TZVPD.

Positions of all 69 atoms, in Å:
P: -0.3274 7.6966 -27.2102
P: 7.3304 6.1676 -29.9048
P: -0.3387 1.3967 -29.6285
O: -1.2875 2.3992 -28.9117
O: 7.0239 5.5821 -31.3368
O: 6.6428 5.5148 -28.7974
O: 7.0222 7.6792 -30.1027
O: -1.2185 8.6680 -26.6081
O: -0.4067 7.5157 -28.7681
O: -0.5312 6.1991 -26.7373
O: 4.4738 4.7437 -25.6913
O: 3.9956 4.9751 -28.5065
O: 0.3173 0.6488 -28.4105
O: -0.9600 0.5473 -30.6275
O: 0.7952 2.3741 -30.1999
O: 1.1996 7.9901 -26.9909
O: 8.8855 6.1274 -29.7280
O: 5.2424 1.1740 -30.7417
C: -0.3655 5.8812 -25.3654
C: 1.3117 -0.3570 -28.5962
C: -1.5944 7.0310 -29.3843
C: 5.5299 5.5644 -25.2215
C: 3.3941 4.0437 -29.3939
C: 4.6278 1.0336 -31.9982
C: 9.7382 6.8341 -30.6214
C: 2.1362 7.0053 -27.4481
C: -0.8669 3.1309 -27.7642
C: 6.5549 4.2411 -31.4660
C: 5.6378 8.0712 -30.2589
C: 1.6593 1.9302 -31.2504
H: 3.5678 0.8620 -31.8320
H: 2.6927 2.0845 -30.9404
H: -0.3724 2.4924 -27.0315
H: -1.2452 5.3412 -25.0291
H: 0.5344 5.2741 -25.2489
H: 5.1804 6.5709 -24.9488
H: 1.9412 6.0228 -27.0034
H: 2.2799 0.0459 -28.2994
H: 3.6007 4.2876 -30.4445
H: -1.9066 7.7468 -30.1383
H: 6.9619 3.6080 -30.6784
H: 5.3020 8.5540 -29.3437
H: -0.2411 6.7792 -24.7545
H: 5.0265 0.1852 -32.5664
H: 3.1293 7.2746 -27.0962
H: 2.1227 6.9040 -28.5292
H: -2.3881 6.8566 -28.6579
H: 1.3500 -0.7020 -29.6289
H: 10.3770 7.4950 -30.0354
H: 4.3812 4.8749 -26.6477
H: 9.1743 7.4373 -31.3289
H: -1.7185 3.6099 -27.2956
H: -1.3770 6.0766 -29.8758
H: 6.3335 5.6732 -25.9587
H: 6.8832 3.8767 -32.4356
H: 4.7360 1.9362 -32.6157
H: -0.1408 3.9002 -28.0470
H: 4.9926 7.2141 -30.4540
H: 4.9427 5.0570 -28.7289
H: 1.4534 2.5037 -32.1534
H: 6.1933 1.1574 -30.8764
H: 2.3099 4.0942 -29.2634
H: 1.5125 0.8761 -31.4945
H: 3.7042 3.0137 -29.1831
H: 5.9528 5.1075 -24.3257
H: 5.4673 4.2128 -31.4242
H: 1.0646 -1.1968 -27.9513
H: 5.5841 8.7690 -31.0881
H: 10.3555 6.1134 -31.1516

The energy above the lowest of the compared OMol25 structures with the same formula, charge and spin is 11.28 kcal/mol. As for the SMILES: COP(=O)(OC)OC.COP(=O)(OC)OC.COP(=O)(OC)OC.CO.CO.CO. The calculation puts the LUMO energy at 0.00846 Eh. As for the net charge: 0. The HOMO-LUMO gap is 9.8622 eV. The HOMO energy comes out at -9.63 eV.

natural (NBO) atomic charge list, values in e, 5 entries: atom 1 (P): 2.588, atom 2 (P): 2.615, atom 3 (P): 2.590, atom 4 (O): -0.808, atom 5 (O): -0.827

This record from the Open Molecules 2025 dataset describes 3 unconnected molecules or ions with the total composition C4H12NO2 at a distorted geometry. The level of theory is ωB97M-V/def2-TZVPD.

Positions of all 19 atoms, in Å:
O: -0.1379 0.4219 -2.3070
O: 0.1258 1.5910 -0.4360
N: 1.5562 3.5616 -1.2949
C: -0.4811 0.6326 -1.0432
C: -0.7712 -2.1517 2.2414
C: -0.0408 -3.3702 2.0036
C: -1.3496 -0.2210 -0.4873
H: 1.9360 3.9748 -0.4611
H: 1.1147 -3.4363 2.2123
H: 0.9865 4.3836 -1.6387
H: -1.8029 -2.2350 2.1026
H: -0.2193 -1.2793 2.5528
H: -0.4995 -4.2738 2.2780
H: 0.3056 1.0474 -2.9087
H: -1.7840 -0.8532 -1.2991
H: 0.6839 2.5273 -0.8097
H: -0.0222 -3.4872 0.8276
H: 2.1694 3.3266 -2.0237
H: -1.7694 -0.1592 0.4911

The energy above the lowest of the compared OMol25 structures with the same formula, charge and spin is 0.00 kcal/mol. The calculation puts the LUMO energy (alpha / beta) at -0.12386 / -0.25029 Eh. As for the net charge: +1. The HOMO-LUMO gap (alpha / beta) is 7.1062 / 7.8693 eV. The multiplicity is 3. The HOMO energy (alpha / beta) comes out at -10.48 / -14.68 eV.

natural (NBO) atomic charge list, values in e, 5 entries: atom 1 (O): -0.643, atom 2 (O): -0.616, atom 3 (N): -1.020, atom 4 (C): 0.688, atom 5 (C): -0.335

This record from the Open Molecules 2025 dataset describes a gas-phase ion, CH4N3O2 (charge -1) at a distorted geometry. The level of theory is ωB97M-V/def2-TZVPD.

Positions of all 10 atoms, in Å:
O: -2.5508 -0.8157 -0.2192
O: -1.6813 1.1678 -0.4243
N: -0.5671 -0.5278 0.6062
N: 1.5917 -0.1668 -0.6033
N: -1.5847 -0.0092 -0.0640
C: 0.6706 0.3033 0.6231
H: 0.4806 1.3244 0.3469
H: 1.6921 -1.2261 -0.4888
H: 1.1108 0.1918 1.6584
H: 0.8380 -0.2417 -1.4350

The energy above the lowest of the compared OMol25 structures with the same formula, charge and spin is 57.36 kcal/mol. As for the SMILES: NCN=[N+]([O-])[O-]. The calculation puts the LUMO energy at 0.17199 Eh. As for the net charge: -1. The HOMO-LUMO gap is 8.4726 eV. The HOMO energy comes out at -3.79 eV.

natural (NBO) atomic charge list, values in e, 5 entries: atom 1 (O): -0.572, atom 2 (O): -0.565, atom 3 (N): -0.485, atom 4 (N): -0.875, atom 5 (N): 0.568

| no. | molar mass (g mol⁻¹) |
| --- | --- |
| 1 | 88.11 |
| 2 | 85.11 |
| 3 | 143.23 |
| 4 | 516.35 |
| 5 | 106.14 |
| 6 | 90.06 |